Below is a 9-piece molecular cluster, H18O9 overall, with properties calculated with wB97M-V/def2-TZVPD.

E_HOMO (eV): -10.15
Lowest unoccupied orbital energy (eV): -0.277
Net charge: 0
2S+1: 1
Energy (a.u.): -687.9272
Energy above the lowest of the compared OMol25 structures with the same formula, charge and spin (kcal per mole): 61.9
Structure (SMILES): O.O.O.O.O.O.O.O.O
Orbital gap (eV): 9.9

XYZ file:
```
27
H18O9 | OMol25 | wB97M-V/def2-TZVPD
O 0.583 -0.639 -2.686
H 1.409 -1.106 -2.567
H 0.252 -0.506 -1.798
O -1.993 2.530 -0.447
H -1.767 3.158 0.240
H -2.918 2.334 -0.297
O 2.367 0.489 2.697
H 2.526 -0.192 3.350
H 1.469 0.334 2.403
O -1.562 -2.697 0.023
H -1.101 -2.457 -0.781
H -2.473 -2.809 -0.248
O -1.732 1.257 -3.240
H -1.812 2.144 -3.590
H -1.893 1.355 -2.301
O -0.167 -0.511 2.434
H -1.014 -0.133 2.670
H 0.084 -1.032 3.197
O 1.107 -2.860 0.647
H 0.757 -3.746 0.549
H 0.457 -2.403 1.181
O -0.202 0.380 -0.313
H -0.301 0.060 0.584
H -0.760 1.157 -0.354
O 2.881 1.800 -0.096
H 2.430 1.513 -0.890
H 3.371 2.577 -0.366
```